Run A
# C3H8N3

The ion C3H8N3 with charge +1 (the ωB97M-V functional and the def2-TZVPD basis, the Open Molecules 2025 dataset).

Last column: Löwdin charge in e.
Element x y z (Å)
N  0.735  -1.815  1.327  0.185
N  0.186  2.241  0.528  0.203
N  0.140  0.246  -0.649  0.061
C  0.102  -2.056  0.290  -0.287
C  -0.342  -1.103  -0.827  -0.148
C  -0.314  1.056  0.267  -0.137
H  1.056  -0.866  1.517  0.095
H  0.020  -1.492  -1.780  0.130
H  0.964  0.513  -1.182  0.182
H  -0.219  -3.079  0.122  0.121
H  0.992  2.602  0.033  0.145
H  -1.436  -1.116  -0.847  0.126
H  -1.178  0.731  0.841  0.181
H  -0.230  2.836  1.230  0.143

Spin multiplicity: 3
HOMO level (alpha / beta): -9.2 / -15.2 eV
Charge: +1


Run B
# C3H8N3

A structure of composition C3H8N3 (the ωB97M-V functional and the def2-TZVPD basis, the Open Molecules 2025 dataset).

Last column: Löwdin charge in e.
Element x y z (Å)
N  -0.690  0.750  0.095  -0.124
N  -1.021  -0.108  -1.019  0.227
N  -1.043  -0.197  1.056  0.102
C  -0.663  -1.132  -0.012  -0.184
C  0.938  -0.819  0.101  -0.066
C  0.762  0.745  0.134  -0.148
H  1.244  1.011  1.127  0.151
H  1.349  1.109  -0.741  0.144
H  -0.530  0.100  -1.883  0.162
H  -0.840  -2.193  -0.215  0.161
H  1.381  -1.270  1.112  0.168
H  -0.897  2.701  0.527  0.139
H  -2.043  -0.061  1.197  0.156
H  1.339  -1.340  -0.777  0.112

Spin multiplicity: 3
HOMO level (alpha / beta): -13.8 / -16.4 eV
Charge: +1


Most stable = run A


Run A
# C3H2Cl2N2O

The molecule C3H2Cl2N2O (the ωB97M-V functional and the def2-TZVPD basis, the Open Molecules 2025 dataset).

Last column: Löwdin charge in e.
Element x y z (Å)
Cl  1.015  -0.984  -1.759  0.682
Cl  0.496  -2.000  0.892  0.646
O  2.188  0.413  1.075  0.142
N  -0.963  1.439  0.011  -0.010
N  0.082  1.743  0.488  0.116
C  1.143  0.428  0.527  -0.450
C  -1.088  0.078  -0.294  -0.243
C  0.318  -0.540  -0.200  -1.083
H  -1.597  -0.085  -1.183  0.097
H  -1.594  -0.491  0.443  0.101

HOMO level: -9.3 eV
Charge: 0


Run B
# C3H2Cl2N2O

A cluster of 2 separate species, C3H2Cl2N2O in total (the ωB97M-V functional and the def2-TZVPD basis, the Open Molecules 2025 dataset).

Last column: Löwdin charge in e.
Element x y z (Å)
Cl  -0.663  -0.904  -1.785  0.709
Cl  0.687  1.586  -1.438  0.540
O  -2.008  -1.023  1.007  0.140
N  2.396  -1.135  0.462  0.200
N  -1.581  1.233  0.647  0.180
C  1.466  -0.678  -0.151  -0.262
C  -1.897  0.063  0.666  -0.513
C  0.580  -0.171  -0.964  -1.138
H  2.706  -1.050  1.417  0.089
H  -1.686  2.078  0.140  0.056

HOMO level: -8.8 eV
Charge: 0


Most stable = run B


Run A
# C4H5N3O2

A structure of composition C4H5N3O2 (the ωB97M-V functional and the def2-TZVPD basis, the Open Molecules 2025 dataset).

Last column: Löwdin charge in e.
Element x y z (Å)
O  0.921  2.377  2.003  0.228
O  2.612  1.170  2.967  0.204
N  -0.766  -2.031  0.728  -0.014
N  1.657  1.483  -1.731  -0.007
N  0.217  -1.582  -0.069  0.021
C  -2.032  -1.139  -0.842  -0.057
C  -2.050  -1.890  0.388  -0.150
C  1.751  1.772  2.476  -0.443
C  -0.656  -0.998  -0.843  -0.003
H  1.987  1.342  -0.753  0.008
H  -2.901  -0.893  -1.450  0.094
H  0.692  2.020  -1.678  0.065
H  -2.856  -2.263  0.975  0.099
H  1.424  0.632  -2.173  -0.046

HOMO level (alpha / beta): -10.1 / -10.1 eV
Charge: 0


Run B
# C4H5N3O2

A structure of composition C4H5N3O2 (the ωB97M-V functional and the def2-TZVPD basis, the Open Molecules 2025 dataset).

Last column: Löwdin charge in e.
Element x y z (Å)
O  -3.027  -0.016  0.079  0.037
O  1.133  1.899  0.278  -0.074
N  0.282  1.006  -0.471  -0.062
N  2.459  -0.561  -0.095  0.180
N  -1.018  1.046  0.107  0.062
C  1.256  -0.588  -0.169  -0.254
C  -1.071  -1.344  0.072  0.030
C  0.257  -1.563  0.050  -0.068
C  -1.801  -0.038  -0.010  -0.512
H  3.024  0.375  -0.125  0.138
H  -1.918  -2.200  0.065  0.172
H  -1.574  1.898  0.065  0.159
H  0.731  -2.525  0.448  0.143
H  1.266  2.611  -0.293  0.050

HOMO level: -8.7 eV
Charge: 0


Run C
# C4H5N3O2

The molecule C4H5N3O2 (the ωB97M-V functional and the def2-TZVPD basis, the Open Molecules 2025 dataset).

Last column: Löwdin charge in e.
Element x y z (Å)
O  -0.326  2.122  1.100  0.088
O  0.482  -0.626  2.969  0.207
N  0.918  0.050  -1.166  0.028
N  -1.416  -0.405  -1.142  0.116
N  1.201  1.250  -0.435  0.061
C  0.265  -0.880  1.855  -0.177
C  -0.135  -1.332  0.682  -0.031
C  -0.268  -0.295  -0.360  -0.465
C  0.153  1.241  0.445  -0.392
H  -2.275  -0.441  -0.612  0.098
H  -0.430  -2.355  0.504  0.116
H  1.669  -0.624  -1.025  0.114
H  1.614  2.049  -0.900  0.143
H  -1.453  0.245  -1.916  0.094

HOMO level: -8.7 eV
Charge: 0


Run D
# C4H5N3O2

The molecule C4H5N3O2 (the ωB97M-V functional and the def2-TZVPD basis, the Open Molecules 2025 dataset).

Last column: Löwdin charge in e.
Element x y z (Å)
O  -2.243  -2.657  0.109  0.038
O  -3.467  -0.879  -0.064  0.033
N  -3.858  2.134  0.001  0.208
N  -2.386  -1.436  0.033  -0.436
N  -0.484  1.875  -0.183  0.137
C  -1.562  1.121  -0.034  -0.117
C  -2.894  1.524  -0.069  -0.220
C  -1.282  -0.682  0.100  -0.090
C  -0.015  -1.407  0.100  -0.076
H  -0.527  2.835  0.145  0.128
H  -0.215  -2.377  0.376  0.028
H  0.887  -0.934  0.703  0.116
H  0.413  1.556  0.131  0.106
H  0.418  -1.554  -1.026  0.144

HOMO level (alpha / beta): -8.4 / -9.1 eV
Charge: 0


Most stable = run C


Run A
# C2H3Cl

A structure of composition C2H3Cl (the ωB97M-V functional and the def2-TZVPD basis, the Open Molecules 2025 dataset).

Last column: Löwdin charge in e.
Element x y z (Å)
Cl  -2.284  -0.261  -0.068  0.617
C  -0.837  0.428  0.093  -0.660
C  0.921  -0.586  -0.113  0.077
H  1.490  0.342  -0.229  -0.033
H  -0.530  1.491  -0.181  0.027
H  1.240  -1.415  0.498  -0.027

HOMO level (alpha / beta): -9.3 / -8.3 eV
Charge: 0


Run B
# C2H3Cl

A cluster of 2 separate species, C2H3Cl in total (the ωB97M-V functional and the def2-TZVPD basis, the Open Molecules 2025 dataset).

Last column: Löwdin charge in e.
Element x y z (Å)
Cl  -2.042  0.010  0.078  0.595
C  0.393  0.416  -0.060  -0.160
C  -0.438  -0.590  0.145  -0.669
H  2.297  0.283  -0.138  0.182
H  -0.368  -1.601  0.310  0.022
H  0.158  1.481  -0.335  0.030

HOMO level: -10.0 eV
Charge: 0


Most stable = run B


Run A
# C22H26N2O6

The molecule C22H26N2O6 (the ωB97M-V functional and the def2-TZVPD basis, the Open Molecules 2025 dataset).

Last column: Löwdin charge in e.
Element x y z (Å)
O  2.281  2.994  1.082  0.091
O  3.904  -2.891  -0.633  0.085
O  -0.809  -3.566  -0.665  0.113
O  1.510  0.997  1.107  0.046
O  -4.784  0.937  1.440  -0.031
O  0.576  -2.178  0.435  -0.007
N  2.399  1.807  0.856  -0.327
N  2.874  -0.966  0.071  0.157
C  -6.527  1.026  -0.282  -0.182
C  -4.082  -1.159  0.396  -0.006
C  -8.014  0.788  -0.531  -0.224
C  -8.420  1.012  -1.989  -0.269
C  3.846  0.001  -0.089  -0.111
C  5.846  1.981  -0.436  -0.225
C  5.095  -0.303  -0.635  0.050
C  6.085  0.647  -0.810  -0.206
C  3.614  1.343  0.285  -0.078
C  -3.841  0.056  1.039  -0.255
C  -1.712  -1.620  0.355  -0.131
C  -2.520  0.419  1.329  0.020
C  -3.026  -1.979  0.061  0.000
C  2.943  -2.298  -0.199  -0.414
C  1.657  -3.043  0.134  -0.057
C  4.620  2.299  0.100  0.047
C  6.896  3.031  -0.612  -0.041
C  -6.150  0.697  1.164  -0.197
C  -8.314  2.469  -2.424  -0.113
C  -1.469  -0.403  0.997  0.003
C  -0.645  -2.556  -0.024  -0.422
C  7.399  0.248  -1.395  -0.031
H  -5.085  -1.476  0.157  0.107
H  8.207  0.470  -0.699  0.089
H  1.991  -0.630  0.469  0.112
H  -6.421  -0.337  1.412  0.124
H  1.857  -3.690  0.998  0.152
H  -8.693  2.587  -3.436  0.068
H  -9.454  0.681  -2.113  0.103
H  -3.204  -2.921  -0.437  0.122
H  7.593  0.807  -2.310  0.089
H  -5.936  0.411  -0.964  0.114
H  -8.599  1.449  0.112  0.115
H  6.535  3.997  -0.271  0.080
H  4.401  3.313  0.400  0.124
H  -6.272  2.070  -0.470  0.117
H  -8.899  3.106  -1.763  0.074
H  -8.257  -0.241  -0.254  0.112
H  7.180  3.116  -1.660  0.085
H  1.390  -3.691  -0.710  0.139
H  -2.349  1.362  1.822  0.123
H  7.792  2.775  -0.047  0.085
H  5.284  -1.323  -0.924  0.106
H  -7.795  0.393  -2.636  0.106
H  -6.688  1.363  1.845  0.134
H  -0.461  -0.100  1.226  0.089
H  7.415  -0.813  -1.624  0.083
H  -7.282  2.809  -2.408  0.064

HOMO level: -8.7 eV
Charge: 0


Run B
# C22H26N2O6

The molecule C22H26N2O6 (the ωB97M-V functional and the def2-TZVPD basis, the Open Molecules 2025 dataset).

Last column: Löwdin charge in e.
Element x y z (Å)
O  4.645  0.353  4.287  -0.031
O  -2.041  -0.254  -7.339  -0.065
O  -1.683  -1.069  -0.788  0.139
O  2.352  2.278  6.269  -0.160
O  -3.577  1.119  -5.779  -0.063
O  3.648  -0.502  1.872  0.065
N  -1.171  -3.201  -1.222  0.203
N  1.908  0.715  2.635  0.079
C  1.052  3.569  7.792  -0.072
C  -1.213  -0.951  -8.235  -0.084
C  1.021  -3.209  0.029  0.013
C  2.450  3.132  7.389  -0.285
C  2.703  1.592  3.473  -0.101
C  -2.935  -1.778  -3.583  -0.226
C  -0.494  -1.323  -0.184  -0.180
C  -3.436  -0.552  -4.012  0.031
C  -3.129  -0.061  -5.269  -0.191
C  2.449  -0.267  1.883  -0.431
C  -2.107  -2.503  -4.417  -0.038
C  3.601  1.817  5.816  -0.183
C  -3.257  -2.299  -2.200  -0.048
C  -1.788  -2.024  -5.679  -0.006
C  1.830  -2.383  0.779  -0.013
C  -2.018  -2.244  -1.385  -0.317
C  -4.416  1.917  -4.982  -0.084
C  -0.162  -2.668  -0.455  -0.204
C  0.307  -0.497  0.576  0.059
C  1.485  -1.055  1.065  -0.129
C  -2.289  -0.811  -6.122  -0.201
C  3.389  0.858  4.643  -0.359
H  4.555  -0.059  3.403  0.063
H  0.577  4.099  6.970  0.073
H  -1.159  -0.330  -9.128  0.094
H  0.908  0.759  2.734  0.135
H  -3.584  -3.337  -2.254  0.132
H  -4.075  0.012  -3.350  0.110
H  1.288  -4.231  -0.183  0.115
H  0.449  2.699  8.037  0.075
H  -1.635  -1.927  -8.499  0.097
H  4.232  2.658  5.487  0.138
H  2.722  0.046  4.980  0.156
H  1.103  4.224  8.657  0.073
H  3.482  2.056  2.860  0.142
H  -4.642  2.796  -5.584  0.095
H  0.040  0.535  0.739  0.124
H  -4.028  -1.687  -1.731  0.126
H  3.070  4.007  7.137  0.122
H  -3.918  2.230  -4.059  0.097
H  2.768  -2.746  1.170  0.118
H  -1.141  -2.611  -6.311  0.105
H  2.940  2.601  8.220  0.121
H  -1.703  -3.445  -4.080  0.116
H  -0.205  -1.089  -7.830  0.097
H  4.137  1.284  6.613  0.135
H  -5.350  1.400  -4.735  0.097
H  2.044  2.360  3.876  0.125

HOMO level: -8.1 eV
Charge: 0


Most stable = run B